# 1
Computed, not measured: the molecule C4H8N4, with ωB97M-V/def2-TZVPD.

Properties
- 2S+1: 1
- Gap between HOMO and LUMO: 8.2 eV
- LUMO: 0.935 eV
- Energy relative to the best compared isomer or geometry (same formula, charge and spin): 102.0 kcal/mol
- HOMO level: -7.2 eV

Positions of all 16 atoms, in Å:
1 C 2.10 1.12 -0.39
2 C 2.36 -0.25 -0.06
3 C -0.18 0.79 0.00
4 C -2.22 0.06 1.08
5 N 0.80 1.46 -0.31
6 N 1.36 -1.05 0.19
7 N -1.57 -0.66 -1.16
8 N -1.36 0.36 -0.09
9 H 2.91 1.94 -0.44
10 H 3.41 -0.60 0.00
11 H -1.74 0.41 2.00
12 H -3.16 0.62 1.03
13 H -2.23 -1.01 0.98
14 H 1.63 -1.96 0.15
15 H -1.50 -0.11 -2.05
16 H -0.61 -1.14 -0.93



# 2
Computed, not measured: the molecule C3H5Cl2N, with ωB97M-V/def2-TZVPD.

Properties
- 2S+1: 1
- SMILES string: ClC1(Cl)CNC1
- Gap between HOMO and LUMO: 10.8 eV
- LUMO: 0.851 eV
- Energy relative to the best compared isomer or geometry (same formula, charge and spin): 18.3 kcal/mol
- HOMO level: -10.0 eV

Positions of all 11 atoms, in Å:
1 C -0.09 0.11 -0.03
2 C 0.89 0.68 -1.07
3 C -0.86 -0.55 -1.16
4 H 2.04 0.70 -0.89
5 H 0.71 1.72 -1.42
6 H 0.94 -1.17 -1.70
7 H -1.73 0.05 -1.49
8 H -1.22 -1.58 -0.97
9 N 0.36 -0.37 -2.02
10 Cl 0.74 -1.12 0.94
11 Cl -0.91 1.20 1.07



# 3
Computed, not measured: a 3-piece molecular cluster, C9H8Br2NO2 overall, with ωB97M-V/def2-TZVPD.

Properties
- Total charge: -1
- 2S+1: 1
- Gap between HOMO and LUMO: 6.2 eV
- LUMO: 2.036 eV
- HOMO level: -4.1 eV

Positions of all 22 atoms, in Å:
1 C 1.23 2.43 -0.32
2 C -0.12 2.39 -0.39
3 C 1.84 1.23 -0.49
4 C -0.85 1.24 -0.59
5 C 1.15 0.03 -0.44
6 C -0.18 0.03 -0.72
7 C -1.11 0.95 3.75
8 C -0.24 -2.48 -1.21
9 C -0.83 -1.19 -0.69
10 N -2.24 -1.04 0.07
11 O -0.15 1.27 3.22
12 O -2.04 0.71 4.36
13 Br -3.54 -2.28 -0.30
14 Br 3.42 -3.14 -0.17
15 H 1.95 3.19 -0.14
16 H -0.82 3.21 -0.27
17 H 2.88 1.24 -0.49
18 H -1.92 1.30 -0.56
19 H 1.70 -0.93 -0.64
20 H 0.80 -2.39 -0.96
21 H -0.65 -3.32 -0.74
22 H -0.28 -2.47 -2.28



# 4
Computed, not measured: a 2-piece molecular cluster, C7H13NO2 overall, with ωB97M-V/def2-TZVPD.

Properties
- 2S+1: 1
- SMILES string: C=CCC[C@H](C)O.N=C=O
- Gap between HOMO and LUMO: 9.8 eV
- LUMO: 0.269 eV
- Energy relative to the best compared isomer or geometry (same formula, charge and spin): 75.0 kcal/mol
- HOMO level: -9.5 eV

Positions of all 23 atoms, in Å:
1 C -1.23 0.91 0.30
2 C -0.93 -0.57 0.51
3 C -0.23 -1.25 -0.68
4 C -2.09 1.48 1.43
5 C 2.52 -0.65 0.67
6 C 1.12 -0.68 -1.04
7 N 3.33 -1.46 0.18
8 C 1.31 0.45 -1.73
9 O -1.85 1.14 -0.97
10 O 2.00 -0.04 1.53
11 H -2.71 0.72 -0.96
12 H -0.29 1.47 0.26
13 H 2.00 -1.42 -1.17
14 H 4.29 -1.56 0.44
15 H -0.31 -0.67 1.41
16 H -1.87 -1.10 0.70
17 H -0.88 -1.17 -1.55
18 H -0.11 -2.31 -0.45
19 H -1.57 1.37 2.38
20 H -2.29 2.53 1.26
21 H -3.04 0.94 1.49
22 H 2.31 0.75 -2.02
23 H 0.50 1.11 -1.98



# 5
Computed, not measured: C4H3CuO6 as an isolated structure, with ωB97M-V/def2-TZVPD.

Properties
- 2S+1: 1
- Gap between HOMO and LUMO (spin up / spin down): 7.2 / 6.3 eV
- LUMO (spin up / spin down): -1.363 / -1.375 eV
- Energy relative to the best compared isomer or geometry (same formula, charge and spin): 38.9 kcal/mol
- HOMO level (spin up / spin down): -8.5 / -7.7 eV

Positions of all 14 atoms, in Å:
1 O -3.80 -1.22 -0.57
2 C -3.51 -1.17 -1.81
3 O -4.34 -2.35 -3.74
4 C -4.37 -3.68 -3.42
5 C -4.66 -1.44 -2.72
6 O -4.80 -4.01 -2.29
7 O -4.08 -4.46 -4.35
8 H -5.58 -1.71 -2.18
9 H -4.89 -0.49 -3.22
10 Cu -4.65 -5.98 -2.91
11 O -3.75 0.69 0.95
12 C -3.05 0.12 0.00
13 O -2.81 0.68 -1.07
14 H -4.67 0.83 0.66



# 6
Computed, not measured: C52H59F7Ga as an isolated structure, with ωB97M-V/def2-TZVPD.

Properties
- Total charge: -1
- 2S+1: 1
- Gap between HOMO and LUMO: 6.9 eV
- LUMO: 2.240 eV
- HOMO level: -4.6 eV

Positions of all 119 atoms, in Å:
1 C -1.95 2.67 -1.78
2 C -0.84 3.16 -2.79
3 C -1.43 3.32 -4.23
4 C -0.50 2.81 -5.35
5 C -0.45 1.25 -5.49
6 C -1.59 0.49 -4.77
7 C -1.59 -1.02 -5.09
8 C -0.69 -1.89 -4.15
9 C 0.48 -1.14 -3.45
10 C 1.07 -2.05 -2.31
11 Ga 1.60 -0.79 -0.74
12 H -1.54 1.89 -1.12
13 H -2.34 3.52 -1.22
14 H -2.81 2.23 -2.32
15 H 0.05 2.52 -2.76
16 H -0.53 4.15 -2.41
17 H -1.55 4.42 -4.39
18 H -2.45 2.93 -4.29
19 H -0.82 3.24 -6.31
20 H 0.52 3.19 -5.17
21 H 0.55 0.88 -5.22
22 H -0.54 1.02 -6.57
23 H -1.60 0.68 -3.68
24 H -2.53 0.93 -5.14
25 H -2.64 -1.37 -4.94
26 H -1.38 -1.23 -6.15
27 H -1.33 -2.45 -3.44
28 H -0.22 -2.66 -4.79
29 H 1.29 -1.02 -4.18
30 H 0.18 -0.21 -2.96
31 H 0.32 -2.80 -1.97
32 H 1.94 -2.64 -2.66
33 H 0.27 0.03 -0.27
34 H 2.29 -1.57 0.49
35 H 2.60 0.34 -1.33
36 F 2.25 0.32 3.97
37 C 3.55 0.46 3.65
38 C 3.89 0.73 2.34
39 C 5.23 0.89 2.01
40 C 6.21 0.76 2.99
41 C 5.85 0.48 4.30
42 C 4.51 0.34 4.64
43 H 3.12 0.82 1.58
44 H 5.52 1.10 0.99
45 H 7.26 0.87 2.73
46 H 6.61 0.38 5.07
47 H 4.21 0.13 5.66
48 F -3.28 2.78 -6.79
49 C -4.45 3.43 -6.88
50 C -5.63 2.70 -6.87
51 C -6.84 3.38 -6.96
52 C -6.86 4.76 -7.06
53 C -5.67 5.48 -7.06
54 C -4.45 4.81 -6.97
55 H -5.59 1.62 -6.80
56 H -7.76 2.82 -6.95
57 H -7.80 5.28 -7.13
58 H -5.68 6.56 -7.14
59 H -3.51 5.35 -6.96
60 F 7.01 3.01 5.43
61 C 6.87 4.20 4.83
62 C 7.58 5.29 5.29
63 C 7.43 6.52 4.66
64 C 6.56 6.64 3.58
65 C 5.85 5.54 3.13
66 C 6.00 4.31 3.75
67 H 8.25 5.18 6.14
68 H 7.99 7.38 5.01
69 H 6.44 7.60 3.09
70 H 5.17 5.63 2.29
71 H 5.46 3.43 3.41
72 F -2.56 -6.33 2.79
73 C -1.92 -5.14 2.87
74 C -2.22 -4.29 3.92
75 C -1.56 -3.07 4.01
76 C -0.62 -2.71 3.04
77 C -0.34 -3.58 2.00
78 C -0.99 -4.80 1.91
79 H -2.96 -4.58 4.66
80 H -1.77 -2.40 4.82
81 H -0.11 -1.76 3.11
82 H 0.39 -3.30 1.24
83 H -0.77 -5.49 1.10
84 F 6.18 0.25 -1.04
85 C 7.34 -0.42 -1.07
86 C 8.14 -0.33 -2.20
87 C 9.34 -1.03 -2.23
88 C 9.72 -1.80 -1.14
89 C 8.91 -1.88 -0.02
90 C 7.71 -1.18 0.02
91 H 7.82 0.27 -3.04
92 H 9.98 -0.96 -3.10
93 H 10.66 -2.35 -1.17
94 H 9.20 -2.49 0.83
95 H 7.06 -1.23 0.89
96 F -9.22 -6.15 1.24
97 C -7.92 -6.02 0.92
98 C -7.57 -5.74 -0.39
99 C -6.23 -5.60 -0.72
100 C -5.25 -5.74 0.26
101 C -5.62 -6.02 1.57
102 C -6.96 -6.16 1.91
103 H -8.34 -5.64 -1.14
104 H -5.94 -5.37 -1.74
105 H -4.21 -5.63 0.01
106 H -4.86 -6.14 2.33
107 H -7.26 -6.37 2.93
108 F -2.59 -2.10 6.83
109 C -3.81 -1.58 7.02
110 C -4.08 -0.88 8.19
111 C -5.34 -0.34 8.38
112 C -6.32 -0.51 7.41
113 C -6.04 -1.21 6.25
114 C -4.78 -1.75 6.05
115 H -3.30 -0.77 8.93
116 H -5.56 0.21 9.28
117 H -7.31 -0.09 7.56
118 H -6.81 -1.34 5.49
119 H -4.54 -2.29 5.14



# 7
Computed, not measured: C16H23AuB2F4N6O7 as an isolated structure, with ωB97M-V/def2-TZVPD.

Properties
- Total charge: +2
- 2S+1: 3
- Gap between HOMO and LUMO (spin up / spin down): 7.9 / 6.5 eV
- LUMO (spin up / spin down): -8.022 / -9.514 eV
- HOMO level (spin up / spin down): -15.9 / -16.0 eV
- ⟨S²⟩: 2.129

Positions of all 59 atoms, in Å:
1 Au -0.83 -1.22 -1.29
2 C 2.23 -3.21 1.07
3 C 1.39 -2.46 0.10
4 N 0.11 -2.42 0.10
5 O -0.55 -3.02 1.13
6 B -1.60 -3.87 0.75
7 F -2.32 -4.37 1.71
8 F -1.71 -4.22 -0.52
9 O -3.11 -2.01 0.20
10 N -2.77 -1.36 -0.79
11 C -3.63 -0.65 -1.56
12 C -5.08 -0.63 -1.24
13 C -3.04 0.06 -2.61
14 N -1.69 -0.08 -2.70
15 O -1.02 0.49 -3.56
16 B 1.07 -0.57 -4.07
17 F 1.41 0.25 -5.02
18 F 0.40 -1.69 -4.25
19 O 1.63 -0.33 -2.80
20 N 1.17 -1.12 -1.80
21 C 2.02 -1.69 -1.03
22 C 3.49 -1.64 -1.20
23 C -3.73 0.92 -3.59
24 H 1.62 -3.80 1.75
25 H 2.82 -2.49 1.65
26 H 2.92 -3.86 0.54
27 H -5.29 -1.23 -0.36
28 H -5.65 -1.01 -2.08
29 H -5.40 0.40 -1.06
30 H 3.78 -0.88 -1.92
31 H 3.84 -2.62 -1.55
32 H 3.97 -1.44 -0.24
33 H -4.78 1.04 -3.34
34 H -3.64 0.49 -4.59
35 H -3.25 1.90 -3.62
36 C 2.59 3.31 0.33
37 C 2.67 2.80 1.76
38 C 1.42 2.09 2.26
39 C 1.53 1.44 3.63
40 C 0.32 0.61 4.06
41 C 0.21 3.02 2.19
42 O 0.22 3.99 2.88
43 N -0.85 2.72 1.36
44 C -0.96 1.62 0.55
45 O -1.93 1.43 -0.15
46 N 0.08 0.71 0.52
47 C 1.20 0.75 1.17
48 O 2.16 0.02 1.19
49 H 3.50 3.85 0.08
50 H 1.75 3.99 0.19
51 H 2.49 2.49 -0.39
52 H 2.79 3.64 2.45
53 H 3.52 2.13 1.91
54 H 1.65 2.29 4.31
55 H 2.45 0.86 3.66
56 H -0.60 1.20 4.05
57 H 0.46 0.25 5.07
58 H 0.18 -0.26 3.42
59 H -1.63 3.37 1.35



# 8
Computed, not measured: a 2-piece molecular cluster, C3HO3 overall, with ωB97M-V/def2-TZVPD.

Properties
- Total charge: -1
- 2S+1: 1
- Gap between HOMO and LUMO: 7.2 eV
- LUMO: 3.977 eV
- Energy relative to the best compared isomer or geometry (same formula, charge and spin): 28.9 kcal/mol
- HOMO level: -3.2 eV

Positions of all 7 atoms, in Å:
1 C 0.31 0.22 -0.05
2 C 1.07 -0.40 -0.79
3 C 0.62 -1.87 -3.16
4 O -0.53 -1.77 -2.95
5 O 1.51 -1.97 -3.94
6 O 1.65 -1.39 -1.25
7 H 0.12 1.18 0.45



Results for total energy: -10233.8192, -29725.8188, -155132.3988, -13052.6778, -61114.6423, -126278.5539, -56139.5251, -9269.1900 (in eV, following the order of the records).
Results for maximum force: 3.227, 2.194, 9.292, 4.142, 4.788, 2.354, 0.064, 3.119 (in eV/Å, following the order of the records).